# 1
Below is a 2-piece molecular cluster, C13H17N overall, with properties calculated with ωB97M-V with the def2-TZVPD basis set.

DFT total energy in Eh: -559.968197
ΔE to the lowest compared entry with this formula, charge and spin in eV: 9.7069
LUMO energy in eV: 0.81

```
! RIJCOSX wB97M-V def2-TZVPD def2/J DEFGRID3
* xyz 0 1
C -2.297 -1.381 -1.545
C -2.160 -0.992 -0.132
C -3.082 0.133 0.147
C -2.801 1.369 0.252
C -2.569 2.636 0.207
C -0.625 -0.284 1.806
C 0.279 -1.099 -0.097
C 1.653 -0.295 0.034
C 1.807 1.002 -0.353
C 3.041 1.529 -0.787
C 4.186 0.909 -0.347
C 3.969 -0.493 0.437
C 2.730 -1.028 0.553
H -3.462 -1.263 -1.548
H -1.952 -0.575 -2.423
H -1.889 -2.501 -1.577
H -2.596 -2.021 0.210
H -4.248 0.036 -0.057
H -3.108 3.429 1.303
H -2.130 3.039 -0.836
H -1.151 -1.282 2.221
H -0.842 0.704 2.426
H 0.611 -0.280 1.626
H 0.363 -2.079 0.498
H 0.218 -1.360 -1.213
H 0.939 1.594 -0.411
H 3.246 2.526 -1.491
H 5.164 1.230 -0.746
H 4.895 -0.819 0.794
H 2.700 -2.078 0.733
N -0.890 -0.305 0.317
*
```

=====

# 2
Below is C14H5F3N3O4S4V as an isolated structure, with properties calculated with ωB97M-V with the def2-TZVPD basis set.

DFT total energy in Eh: -3838.319424
ΔE to the lowest compared entry with this formula, charge and spin in eV: 1.9607
LUMO energy (alpha / beta) in eV: 4.75 / 4.74

```
! RIJCOSX wB97M-V def2-TZVPD def2/J DEFGRID3
* xyz -2 3
V 0.162 0.717 -0.069
F 0.604 -0.954 -5.256
C -0.059 -1.819 -4.467
F -0.878 -2.491 -5.334
F 0.838 -2.744 -4.092
C -0.843 -1.202 -3.360
C -2.201 -0.978 -3.537
C -2.947 -0.443 -2.495
C -2.304 -0.136 -1.311
N -1.000 -0.316 -1.147
C -0.231 -0.807 -2.149
S 1.412 -0.892 -1.810
H -2.665 -1.216 -4.483
H -4.002 -0.255 -2.615
H -2.831 0.279 -0.458
S 0.174 -1.221 1.178
C 0.987 -0.761 2.638
C 1.676 -1.684 3.407
C 2.324 -1.298 4.582
C 3.099 -2.222 5.291
N 3.757 -2.981 5.858
C 2.217 0.048 5.019
C 1.525 0.972 4.236
C 0.933 0.600 3.034
S 0.110 1.727 2.004
C 2.778 0.442 6.242
N 3.204 0.777 7.260
H 1.727 -2.707 3.071
H 1.459 2.002 4.553
O 1.279 2.027 -0.717
S 0.114 2.636 -1.479
O -0.059 1.896 -2.717
O -1.028 2.316 -0.558
O 0.290 4.061 -1.649
*
```

=====

# 3
Below is a 2-piece molecular cluster, C2H6OS2 overall, with properties calculated with ωB97M-V with the def2-TZVPD basis set.

DFT total energy in Eh: -951.371704
ΔE to the lowest compared entry with this formula, charge and spin in eV: 0.5538
SMILES: C=O.CSS
LUMO energy in eV: 0.41

```
! RIJCOSX wB97M-V def2-TZVPD def2/J DEFGRID3
* xyz 0 1
O 3.966 -1.139 2.442
C 3.523 -0.172 1.886
H 4.142 0.403 1.173
H 2.485 0.148 2.067
C -2.707 -0.051 -1.685
S -2.524 0.398 0.044
S -0.582 1.002 0.147
H -3.112 0.792 -2.235
H -3.401 -0.869 -1.887
H -1.782 -0.315 -2.204
H -0.007 -0.196 0.251
*
```

=====

# 4
Below is one molecule with the formula C2H2F2O2S, with properties calculated with ωB97M-V with the def2-TZVPD basis set.

DFT total energy in Eh: -825.747270
ΔE to the lowest compared entry with this formula, charge and spin in eV: 0.0774
SMILES: C=C(F)S(=O)(=O)F
LUMO energy in eV: 0.57

```
! RIJCOSX wB97M-V def2-TZVPD def2/J DEFGRID3
* xyz 0 1
C 0.428 0.456 -1.435
C 0.333 -0.445 -0.498
O -1.610 0.871 1.020
O -0.889 -1.336 1.906
F 0.794 -1.682 -0.493
F 0.645 0.597 1.949
S -0.629 -0.138 1.202
H -0.018 1.421 -1.289
H 0.946 0.257 -2.361
*
```

=====

# 5
Below is C10H24BaN6O6S as an isolated structure, with properties calculated with ωB97M-V with the def2-TZVPD basis set.

DFT total energy in Eh: -1598.809466
ΔE to the lowest compared entry with this formula, charge and spin in eV: 1.7481
LUMO energy (alpha / beta) in eV: -1.37 / -0.81

```
! RIJCOSX wB97M-V def2-TZVPD def2/J DEFGRID3
* xyz 0 1
O -4.156 -0.390 -0.340
H -4.645 -0.810 -1.150
Ba -1.672 -0.848 0.435
N 1.207 -1.188 -0.948
N -0.625 -3.030 -0.884
N 0.119 1.555 0.729
N -2.553 1.582 0.964
O 2.025 -0.220 -1.278
O 1.500 1.608 0.542
O -3.854 1.778 0.706
O -1.280 -3.886 -0.201
C 0.625 -3.445 -1.274
C 1.613 -2.432 -1.356
C -0.425 2.734 1.072
C -1.880 2.722 1.238
C 2.977 -2.722 -1.909
H 3.682 -1.952 -1.570
H 2.974 -2.713 -3.014
H 3.339 -3.711 -1.591
C 0.882 -4.894 -1.485
H -0.079 -5.399 -1.656
H 1.367 -5.389 -0.622
H 1.542 -5.053 -2.350
C 0.356 4.022 1.244
C -2.663 3.959 1.574
H 1.387 3.964 0.866
H 0.438 4.314 2.304
H -0.124 4.870 0.733
H -3.479 3.674 2.257
H -3.114 4.383 0.656
H -2.083 4.754 2.071
H 1.724 0.882 -0.161
H -4.123 0.728 0.177
C -2.095 -0.237 -1.666
H -1.558 -1.202 -2.042
H -1.394 0.683 -1.555
H -2.699 0.088 -2.438
O 0.773 1.169 -3.447
H 0.910 2.151 -3.429
H 1.318 0.826 -2.714
N 1.723 0.668 3.295
C 1.410 -0.593 2.876
N 2.263 -1.114 1.965
S 0.038 -1.466 3.360
H 1.925 1.315 2.511
H 1.086 1.031 3.980
H 2.157 -2.098 1.735
H 3.140 -0.666 1.792
*
```

=====

# 6
Below is C7H15N3P as an isolated structure, with properties calculated with ωB97M-V with the def2-TZVPD basis set.

DFT total energy in Eh: -780.876484
ΔE to the lowest compared entry with this formula, charge and spin in eV: 4.3876
LUMO energy in eV: -2.77

```
! RIJCOSX wB97M-V def2-TZVPD def2/J DEFGRID3
* xyz 1 1
N -0.043 0.561 1.683
N -0.254 1.652 -0.526
P 1.569 0.300 -0.003
C -0.567 1.758 0.961
C 1.509 0.542 1.756
C 1.178 1.784 -0.889
C -1.243 -2.011 -1.060
C -0.644 -0.759 1.205
C -0.911 0.359 -1.014
C 0.959 -1.240 -0.693
N -0.496 -0.938 -0.301
H -1.609 1.915 1.058
H -0.233 2.662 1.449
H 2.045 -0.382 2.261
H 2.020 1.501 2.013
H 1.640 2.606 -0.450
H 1.420 1.702 -1.939
H -0.862 -2.156 -2.028
H -1.081 -2.985 -0.563
H -2.316 -1.823 -1.112
H -1.670 -0.835 1.450
H -0.244 -1.528 1.784
H -0.717 0.258 -2.099
H -1.970 0.521 -0.942
H 1.090 -1.325 -1.808
H 1.430 -2.137 -0.191
*
```

=====

# 7
Below is C34H52BaNO5Si as an isolated structure, with properties calculated with ωB97M-V with the def2-TZVPD basis set.

DFT total energy in Eh: -2072.985178
LUMO energy in eV: 1.48

```
! RIJCOSX wB97M-V def2-TZVPD def2/J DEFGRID3
* xyz -1 1
C 2.117 0.137 1.495
C 2.490 -0.433 0.251
C 2.481 0.596 -0.720
H 2.725 -1.481 0.084
C 2.180 1.823 -0.072
C 1.959 1.541 1.307
H 2.174 2.819 -0.536
C -1.316 -1.687 1.461
C -0.228 -2.325 0.821
C -0.478 -2.341 -0.565
H 0.635 -2.751 1.323
C -1.718 -1.700 -0.803
C -2.275 -1.347 0.458
H 2.701 0.475 -1.783
H 1.730 2.268 2.095
H 1.997 -0.387 2.439
H -3.278 -0.964 0.626
H 0.157 -2.775 -1.333
H -1.429 -1.535 2.525
Ba -0.858 1.344 0.587
C -2.417 -1.549 -2.130
C -3.825 -2.150 -2.004
C -1.665 -2.306 -3.234
H -3.764 -3.183 -1.632
H -4.325 -2.165 -2.982
H -4.446 -1.562 -1.315
H -1.659 -3.381 -2.999
H -0.625 -1.972 -3.345
H -2.174 -2.177 -4.199
C -2.584 -0.043 -2.511
C -1.314 0.720 -2.786
H -3.153 0.481 -1.711
H -3.198 0.001 -3.429
O -0.376 0.802 -1.955
N -1.238 1.356 -3.971
C -0.272 2.473 -4.137
H -2.119 1.470 -4.470
C 1.115 1.975 -4.439
C 2.239 2.643 -3.933
H 2.086 3.543 -3.329
C 3.519 2.143 -4.184
H 4.390 2.652 -3.766
C 3.679 0.997 -4.974
H 4.680 0.618 -5.183
C 2.558 0.348 -5.504
H 2.664 -0.547 -6.117
C 1.275 0.853 -5.253
H 0.383 0.375 -5.667
H -0.271 3.074 -3.217
H -0.655 3.081 -4.967
C -1.829 -3.008 5.139
C -1.939 -1.499 5.352
C -3.235 -0.970 4.748
C -1.922 -1.187 6.843
O -0.767 -0.922 4.731
Si -0.368 0.643 4.363
O -0.917 1.056 2.934
O -0.870 1.640 5.582
C -1.342 3.015 5.570
C -1.562 3.567 4.169
C -2.669 3.047 6.321
C -0.304 3.887 6.271
O 1.277 0.608 4.307
C 2.437 0.664 5.164
C 3.294 1.838 4.705
C 2.021 0.825 6.617
C 3.229 -0.629 5.004
H -2.666 -3.519 5.631
H -0.894 -3.382 5.572
H -1.849 -3.263 4.073
H -4.077 -1.503 5.212
H -3.359 0.101 4.953
H -3.282 -1.132 3.665
H -0.982 -1.526 7.295
H -2.040 -0.111 7.018
H -2.752 -1.716 7.332
H -2.301 2.983 3.612
H -1.939 4.598 4.251
H -0.629 3.603 3.594
H -2.568 2.621 7.327
H -3.007 4.087 6.424
H -3.443 2.494 5.769
H -0.087 3.519 7.281
H 0.627 3.936 5.688
H -0.700 4.909 6.359
H 2.759 2.786 4.842
H 4.216 1.873 5.299
H 3.567 1.736 3.649
H 1.415 -0.031 6.940
H 2.928 0.861 7.236
H 1.456 1.752 6.775
H 2.631 -1.485 5.337
H 3.536 -0.787 3.965
H 4.135 -0.579 5.623
*
```